# BF4Rb

BF4Rb as an isolated structure in a non-equilibrium geometry (ωB97M-V/def2-TZVPD, the Open Molecules 2025 dataset).

Each line ends with the Löwdin charge.
Cartesian coordinates (Å):
Rb -1.067 0.524 -1.866  1.41
B 0.214 -0.082 0.381  -1.50
F -0.049 -0.710 1.574  0.15
F 1.506 0.449 0.369  0.13
F 0.155 -1.024 -0.567  0.02
F -0.760 0.843 0.110  -0.20

Summary:
* ΔE to the lowest compared entry with this formula, charge and spin: 42.9 kcal per mole
* HOMO level: -11.8 eV
* Kohn-Sham gap: 11.162 eV